1.
17 unconnected molecules or ions with the total composition C23H42Cl30O4 at a distorted geometry. Source: OMol25; level of theory: ωB97M-V/def2-TZVPD.

```
99
Properties=species:S:1:pos:R:3:lowdin_charge:R:1
C 2.952 1.638 -5.467 -1.004
Cl 1.373 2.445 -5.614 0.491
Cl 3.913 2.359 -4.163 0.484
H 2.825 0.536 -5.350 0.013
H 3.510 1.939 -6.343 0.010
C -2.931 -0.506 4.584 -0.987
Cl -4.282 -1.509 4.042 0.519
Cl -3.448 1.189 4.974 0.540
H -2.498 -0.877 5.520 0.033
H -2.158 -0.480 3.819 -0.036
C 1.562 -7.208 -2.120 -0.987
Cl 2.748 -7.779 -0.936 0.506
Cl 2.393 -6.884 -3.704 0.476
H 0.858 -8.008 -2.299 0.013
H 1.059 -6.319 -1.773 -0.047
C 1.459 0.696 4.050 -1.026
Cl -0.031 1.124 3.123 0.544
Cl 1.306 0.912 5.758 0.567
H 1.748 -0.353 3.796 -0.014
H 2.334 1.337 3.732 0.011
C -2.044 -3.775 -2.698 -1.006
Cl -0.598 -4.049 -1.743 0.511
Cl -1.659 -4.225 -4.374 0.507
H -2.915 -4.297 -2.334 0.025
H -2.172 -2.678 -2.717 0.001
C 3.462 -3.819 2.313 -1.087
Cl 4.365 -5.301 2.723 0.520
Cl 3.073 -2.801 3.681 0.544
H 3.924 -3.278 1.487 -0.031
H 2.508 -4.124 1.901 -0.101
C 5.129 -0.631 1.437 -1.052
Cl 6.398 -1.812 1.346 0.571
Cl 5.007 0.301 2.971 0.529
H 5.290 -0.009 0.567 -0.004
H 4.141 -1.167 1.270 0.008
C -0.741 -4.397 1.836 -0.898
Cl 0.572 -5.609 1.405 0.491
Cl 0.027 -2.792 1.961 0.500
H -1.458 -4.401 1.047 -0.040
H -1.161 -4.694 2.776 0.031
C -3.181 5.068 -3.633 -0.993
Cl -4.349 3.917 -2.917 0.475
Cl -2.238 5.788 -2.328 0.510
H -2.545 4.470 -4.329 0.042
H -3.735 5.772 -4.228 0.023
C -1.363 -0.235 -5.133 -0.980
Cl -2.767 0.479 -4.285 0.497
Cl -0.009 -0.677 -4.094 0.526
H -1.584 -1.196 -5.521 -0.013
H -1.012 0.495 -5.848 0.002
C -3.561 -0.240 0.533 -0.984
Cl -2.840 -1.848 0.285 0.533
Cl -4.358 0.535 -0.874 0.512
H -4.347 -0.374 1.244 -0.011
H -2.731 0.357 0.876 -0.012
C 5.558 3.122 0.612 -0.977
Cl 5.225 2.805 -1.131 0.464
Cl 7.250 2.784 1.163 0.492
H 5.216 4.127 0.887 0.025
H 4.913 2.411 1.113 -0.047
C 0.532 0.379 -0.356 -1.020
Cl -0.605 1.615 -0.868 0.547
Cl 2.200 0.966 -0.157 0.556
H 0.248 -0.017 0.620 -0.044
H 0.536 -0.367 -1.150 -0.006
C 2.837 -3.151 -3.018 -0.957
Cl 3.757 -1.673 -3.423 0.521
Cl 2.700 -3.287 -1.225 0.487
H 1.846 -3.193 -3.415 -0.015
H 3.314 -4.045 -3.322 -0.017
C -3.468 -8.076 -0.267 -1.036
Cl -3.677 -8.033 1.509 0.493
Cl -2.125 -7.132 -0.834 0.538
H -3.321 -9.113 -0.522 0.017
H -4.394 -7.696 -0.781 0.051
O -5.180 3.819 4.223 0.113
C -4.843 3.934 3.094 -0.523
O -5.717 4.290 2.136 0.029
C -5.066 4.592 0.906 -0.150
C -3.731 3.877 0.995 -0.162
C -3.503 3.654 2.504 -0.081
H -4.879 5.675 0.840 0.133
H -5.741 4.159 0.139 0.128
H -2.914 4.309 0.500 0.068
H -3.818 2.855 0.617 0.066
H -2.816 4.471 2.842 0.145
H -3.071 2.724 2.741 0.049
O 3.156 3.865 2.909 0.099
C 2.407 4.295 2.063 -0.450
O 2.970 4.572 0.827 -0.037
C 1.842 4.738 -0.137 -0.130
C 0.672 5.179 0.662 -0.147
C 0.928 4.533 2.021 -0.068
H 1.688 3.806 -0.587 0.060
H 2.219 5.456 -0.865 0.136
H -0.194 4.804 0.143 0.090
H 0.687 6.212 0.835 0.106
H 0.493 3.569 2.063 0.057
H 0.651 5.179 2.861 0.142
```

## Properties
Frontier orbital gap = 10.1675 eV
Molar mass = 1446.2 g/mol



2.
A molecular structure, C23H42Cl3DyN4O3SSi at a distorted geometry. Source: OMol25; level of theory: ωB97M-V/def2-TZVPD.

```
78
Properties=species:S:1:pos:R:3:lowdin_charge:R:1
C -1.532 3.417 -3.999 -0.061
C -1.540 3.120 -2.528 -0.220
H -1.951 4.405 -4.305 0.084
H -2.160 2.633 -4.452 0.071
H -0.497 3.397 -4.385 0.084
C -2.654 3.501 -1.838 -0.103
C -3.730 4.316 -2.451 -0.115
H -2.767 3.187 -0.812 0.071
H -4.425 3.740 -3.104 0.089
H -3.376 5.165 -3.053 0.071
H -4.331 4.735 -1.627 0.073
Dy 0.215 -2.248 1.561 0.855
Cl 2.609 -0.719 0.293 -0.045
Cl 0.134 -3.946 -0.327 -0.182
H 3.620 -6.574 2.150 0.094
H 5.365 -5.643 0.660 0.095
C 2.867 -5.840 1.842 -0.024
C 4.573 -5.028 0.207 -0.016
N 3.529 -4.729 1.181 -0.169
H 2.310 -5.459 2.692 0.086
C 3.080 -3.519 1.380 -0.391
O 2.224 -3.208 2.271 -0.259
H 4.953 -4.052 -0.114 0.099
H 3.444 -2.756 0.682 0.017
H 2.174 -6.323 1.156 0.093
H 4.153 -5.572 -0.648 0.101
H -3.338 -0.352 -1.173 0.082
H -4.189 1.647 0.476 0.086
C -3.877 -0.915 -0.400 -0.013
C -4.392 0.857 1.216 -0.031
N -3.604 -0.338 0.907 -0.156
H -3.582 -1.952 -0.426 0.095
C -2.799 -0.925 1.785 -0.352
O -2.201 -2.018 1.622 -0.222
H -4.153 1.222 2.214 0.090
H -2.643 -0.366 2.707 0.121
H -4.943 -0.812 -0.620 0.099
H -5.462 0.608 1.158 0.098
O -0.569 0.947 -2.248 -0.169
C -0.392 2.360 -1.909 -0.231
C -1.248 2.158 0.522 -0.229
C -0.252 2.563 -0.396 -0.214
H -2.079 1.554 0.142 0.071
C -1.143 2.488 1.890 -0.157
H 0.535 2.738 -2.402 0.149
C 0.861 3.233 0.069 -0.041
H -1.855 2.065 2.591 0.089
C -0.083 3.259 2.296 -0.104
C 0.925 3.611 1.400 -0.079
H 1.642 3.505 -0.650 0.120
H -0.029 3.574 3.323 0.099
H 1.776 4.189 1.737 0.097
Si -0.561 -0.040 -3.553 0.387
Cl -0.133 0.003 1.068 0.192
C -1.742 -1.454 -3.116 -0.150
C 1.055 -0.931 -3.304 -0.153
C -0.875 0.536 -5.282 -0.180
H -2.143 -1.349 -2.099 -0.011
H -1.156 -2.397 -3.099 0.026
H -2.568 -1.551 -3.847 0.033
H -1.912 0.891 -5.453 0.032
H -0.687 -0.238 -6.039 0.041
H -0.183 1.369 -5.521 0.035
H 1.688 -0.331 -2.644 0.010
H 1.463 -1.056 -4.313 0.027
H 0.851 -1.868 -2.789 0.007
S 0.213 -0.453 3.731 0.553
C 1.848 -0.214 3.998 -0.824
N 2.375 -0.356 5.224 -0.001
C 3.831 -0.323 5.240 -0.140
C 4.159 0.017 3.782 -0.135
N 2.847 0.098 3.149 0.011
H 1.808 -0.676 5.996 0.130
H 4.220 -1.307 5.545 0.117
H 4.207 0.444 5.929 0.114
H 4.766 -0.766 3.306 0.119
H 4.696 0.973 3.714 0.119
H 2.742 0.085 2.111 -0.052
```

## Properties
Frontier orbital gap (alpha / beta) = 7.4856 / 7.5117 eV
Molar mass = 751.6 g/mol
Energy relative to the best compared isomer or geometry (same formula, charge and spin) = 90.6 kcal/mol
Spin multiplicity = 6



3.
2 unconnected molecules or ions with the total composition C23H42N4O4 at a distorted geometry. Source: OMol25; level of theory: ωB97M-V/def2-TZVPD.

```
73
Properties=species:S:1:pos:R:3:lowdin_charge:R:1
C -1.301 3.845 0.688 -0.151
C -0.900 4.795 -0.559 -0.249
C -0.840 3.944 -1.958 -0.202
C 0.409 4.527 -2.789 -0.227
C 0.780 3.688 -4.116 -0.202
C 1.359 2.198 -3.776 -0.202
C 2.788 2.415 -3.071 -0.218
C 3.535 1.056 -2.614 -0.213
C 2.516 -0.107 -2.157 -0.207
C 1.536 0.310 -0.925 -0.175
C 1.830 -0.632 0.352 -0.135
C 0.519 -1.235 1.071 -0.308
C -0.655 -0.127 1.216 -0.090
N -1.644 0.545 1.373 0.169
C -0.028 -2.610 0.442 -0.101
C -0.398 -2.543 -1.125 -0.160
N -1.806 -2.042 -1.275 -0.120
C -2.656 -3.127 -1.918 -0.217
C -4.094 -2.578 -2.428 -0.104
C -1.902 -0.879 -2.196 -0.388
C -2.764 0.400 -1.680 -0.022
O -1.324 -0.905 -3.336 0.016
C 0.968 -1.559 2.617 -0.193
C 2.452 -2.182 2.710 -0.149
N 3.656 -2.301 2.829 0.160
O 0.065 -2.492 3.288 -0.109
N 0.859 -3.541 3.709 -0.041
O 0.403 -4.567 3.281 0.087
H -2.305 3.313 0.495 0.069
H -0.517 2.992 0.781 0.051
H -1.319 4.385 1.699 0.072
H 0.083 5.348 -0.362 0.098
H -1.727 5.582 -0.668 0.102
H -1.826 4.167 -2.511 0.118
H -0.686 2.819 -1.773 0.079
H 1.289 4.685 -2.071 0.093
H 0.099 5.588 -3.149 0.120
H 1.591 4.190 -4.770 0.109
H -0.182 3.571 -4.729 0.109
H 1.493 1.564 -4.724 0.122
H 0.572 1.684 -3.123 0.080
H 2.768 3.113 -2.159 0.097
H 3.473 2.921 -3.861 0.117
H 4.314 1.346 -1.822 0.110
H 4.138 0.638 -3.517 0.113
H 1.893 -0.424 -3.086 0.111
H 3.170 -1.033 -1.912 0.110
H 1.669 1.440 -0.698 0.121
H 0.453 0.203 -1.318 0.082
H 2.346 0.049 1.142 0.137
H 2.488 -1.527 0.055 0.124
H -1.021 -2.848 0.997 0.136
H 0.652 -3.519 0.633 0.131
H 0.374 -2.005 -1.779 0.118
H -0.412 -3.646 -1.497 0.128
H -2.876 -3.915 -1.093 0.131
H -2.111 -3.590 -2.830 0.129
H -4.562 -1.798 -1.716 0.074
H -4.849 -3.453 -2.490 0.083
H -4.030 -2.109 -3.487 0.091
H -2.127 1.174 -1.129 0.044
H -3.552 -0.035 -0.950 0.077
H -3.371 0.847 -2.560 0.100
H 0.900 -0.536 3.163 0.176
C 0.673 -3.451 7.864 -0.096
C -0.431 -2.421 7.986 -0.325
O -0.470 -1.605 6.822 -0.091
H 1.641 -2.962 7.728 0.078
H 0.718 -4.083 8.755 0.073
H 0.512 -4.088 6.989 0.065
H -0.256 -1.773 8.848 0.113
H -1.406 -2.904 8.110 0.108
H -0.635 -2.186 6.066 0.063
```

## Properties
Frontier orbital gap = 8.3831 eV
SMILES = CCCCCCCCCCC[C@@](C#N)(CCN(CC)C(C)=O)[C@H](C#N)ON=O.CCO
Molar mass = 438.6 g/mol